Formula: C29H52BrN2O21
Source: the Open Molecules 2025 dataset
Level of theory: the ωB97M-V functional and the def2-TZVPD basis

Each line ends with the Mulliken charge.
Geometry (Å):
C: 5.85667 3.29206 1.70182  -1.3652
C: 4.37745 3.30324 1.90232  0.7168
O: 3.88695 3.77213 2.89872  -0.5494
O: 3.56919 2.78264 0.94027  0.2721
C: 3.36952 1.39780 1.14003  -0.8120
N: 2.53858 0.90602 0.07381  -0.3237
Br: 2.41622 -0.95375 0.16814  -0.0922
C: 1.21226 1.55826 -0.06271  0.0135
C: 1.29160 2.60493 -1.21980  -0.4192
O: 0.62834 2.26422 -2.22307  -0.8639
O: 1.96441 3.62795 -1.04477  -0.5023
N: 0.70684 2.13206 1.21028  0.9220
C: -0.04413 3.35731 1.00466  0.0926
C: 0.59742 4.61585 1.51242  -0.9638
O: -1.10982 3.39404 0.44696  -0.5498
C: -0.01988 1.18758 1.99925  0.6037
C: 0.73599 0.46736 3.07562  -1.3899
O: -1.20430 0.96591 1.86575  -0.5073
H: 6.21271 4.30933 1.67404  0.3256
H: 6.15776 2.74611 0.82194  0.3391
H: 6.32244 2.81000 2.54772  0.4297
H: 2.98360 1.23332 2.14614  0.3502
H: 4.32418 0.87232 1.07251  0.4990
H: 0.52375 0.79713 -0.39233  0.9282
H: 0.84922 5.22198 0.65890  0.0795
H: -0.16757 5.14503 2.07035  0.5303
H: 1.45275 4.41754 2.13986  0.1622
H: 1.45076 -0.22560 2.65223  0.2713
H: 0.05313 -0.10984 3.67358  0.4161
H: 1.29806 1.15517 3.69707  0.3065
C: 2.22326 -6.74769 4.20824  -1.1095
C: 1.86012 -7.02766 2.76536  -0.2129
O: 0.51785 -6.62214 2.46930  -0.3411
C: 0.34985 -5.31369 2.28171  0.7653
O: 1.20335 -4.47218 2.32498  -0.5735
O: -0.94357 -5.09377 2.04563  -0.2882
C: -1.28288 -3.70667 1.89906  -0.7689
H: 1.49306 -7.20248 4.87909  0.2953
H: 3.21060 -7.14914 4.43652  0.3674
H: 2.23240 -5.67726 4.40880  0.3077
H: 1.89014 -8.09829 2.57197  0.3094
H: 2.55541 -6.54745 2.07761  0.3171
H: -0.65508 -3.22466 1.15375  0.3627
H: -1.19244 -3.19496 2.85507  0.2852
H: -2.31812 -3.67199 1.57188  0.2574
C: -4.16795 -6.65533 0.22852  -1.2230
C: -2.73220 -6.79845 -0.23026  0.2356
O: -2.41082 -8.16930 -0.52539  -0.3644
C: -2.85607 -8.62345 -1.68982  0.7662
O: -3.47201 -8.00192 -2.51339  -0.5558
O: -2.49177 -9.90481 -1.80026  -0.3523
C: -2.96043 -10.54149 -2.98769  -0.6450
H: -4.36617 -7.32330 1.06803  0.3204
H: -4.36724 -5.62963 0.53855  0.3470
H: -4.86407 -6.91450 -0.56869  0.3661
H: -2.06003 -6.49827 0.56861  -0.0194
H: -2.52482 -6.16740 -1.09424  0.3351
H: -2.68363 -9.97360 -3.87294  0.2994
H: -4.04158 -10.66695 -2.94657  0.2893
H: -2.48721 -11.51871 -3.02531  0.2211
C: 0.76364 -0.39123 -4.10110  -0.7801
C: 0.09021 -1.67458 -3.66622  -0.1155
O: 0.05090 -2.65196 -4.73082  -0.3464
C: 1.17525 -3.31257 -4.95102  0.7485
O: 2.20513 -3.21300 -4.33968  -0.5611
O: 0.96982 -4.14510 -5.98231  -0.3500
C: 2.12612 -4.88102 -6.36959  -0.6408
H: 0.29074 -0.00506 -5.00562  0.3211
H: 0.69734 0.36980 -3.31852  0.1171
H: 1.81642 -0.56042 -4.32682  0.2893
H: -0.94933 -1.47795 -3.41182  0.3014
H: 0.57102 -2.10048 -2.78569  0.2653
H: 2.56350 -5.40178 -5.52038  0.2949
H: 2.86312 -4.21721 -6.82008  0.2895
H: 1.80050 -5.60885 -7.10822  0.2163
C: 3.20056 9.93744 2.53516  -1.0872
C: 2.88693 10.06720 1.05916  -0.1736
O: 3.65906 9.15706 0.27234  -0.4204
C: 3.21836 7.89112 0.28219  0.6979
O: 2.24589 7.49588 0.86452  -0.5413
O: 4.04002 7.16685 -0.46440  -0.4311
C: 3.73249 5.76022 -0.50143  -0.2190
H: 4.27276 10.04472 2.70642  0.2897
H: 2.67326 10.70248 3.10614  0.3494
H: 2.90343 8.96002 2.91241  0.2972
H: 3.15629 11.06147 0.70531  0.2987
H: 1.82453 9.92262 0.86382  0.3038
H: 2.69988 5.57852 -0.78604  0.3210
H: 3.93497 5.31321 0.46832  -0.0442
H: 4.38272 5.31014 -1.24512  0.3630
C: -4.12553 3.05953 1.19575  -0.6446
C: -4.51214 2.54799 -0.16994  -0.1988
O: -5.94872 2.47457 -0.33405  -0.3508
C: -6.56385 3.61856 -0.57903  0.7450
O: -6.05871 4.70134 -0.70545  -0.5500
O: -7.87905 3.36756 -0.67788  -0.3532
C: -8.67414 4.53124 -0.88166  -0.6359
H: -4.60322 2.46506 1.97847  0.3192
H: -3.04479 3.00172 1.30903  -0.0195
H: -4.43933 4.09483 1.33394  0.2988
H: -4.15487 1.52928 -0.30001  0.3227
H: -4.07559 3.15386 -0.96169  0.3051
H: -8.31512 5.10920 -1.73053  0.2934
H: -8.67703 5.14917 0.01569  0.2854
H: -9.68552 4.18771 -1.08329  0.2170

Computed properties:
**Kohn-Sham gap**: 7.46 eV
**Net charge**: -1



Formula: C32H98O42P10
Source: the Open Molecules 2025 dataset
Level of theory: the ωB97M-V functional and the def2-TZVPD basis

Each line ends with the Mulliken charge.
Geometry (Å):
C: 8.26281 3.11150 -0.57696  -0.8496
O: 7.08233 2.34732 -0.28594  -0.0640
P: 7.13774 0.90395 0.38354  0.9246
O: 7.78700 -0.14888 -0.41916  -0.7774
O: 7.81111 1.12733 1.81150  -0.3784
C: 7.23092 2.02555 2.75526  -0.5449
O: 5.60702 0.61222 0.73808  -0.1222
C: 4.65951 0.17954 -0.23386  -0.0653
H: 8.64065 2.81140 -1.55095  0.2949
H: 8.97837 2.93456 0.22482  0.3477
H: 8.04899 4.17752 -0.61158  0.2500
H: 6.31474 2.54701 2.48740  0.1052
H: 7.99789 2.72814 3.08066  0.2965
H: 7.00338 1.45865 3.66047  0.2983
H: 4.07382 -0.64527 0.17273  -0.0802
H: 5.17396 -0.19831 -1.11966  0.6691
H: 3.96997 0.99053 -0.46569  -0.2629
C: 4.95797 -1.74373 -5.85692  -0.3975
O: 3.97356 -0.93617 -6.49165  -0.4100
P: 2.79562 -0.30740 -5.62683  0.6588
O: 1.92958 0.62649 -6.35584  -0.7764
O: 2.00038 -1.52614 -5.01187  0.1438
C: 1.16664 -2.40582 -5.73734  -0.8666
O: 3.57886 0.28680 -4.37043  -0.2873
C: 2.83641 0.49447 -3.16773  0.7511
H: 5.02235 -2.71517 -6.35998  0.2807
H: 4.77939 -2.01559 -4.81653  0.0584
H: 5.93762 -1.29700 -6.01580  0.2955
H: 1.11139 -3.34723 -5.19062  0.1416
H: 1.52168 -2.67538 -6.73556  0.4863
H: 0.17115 -1.97274 -5.83108  0.2976
H: 1.76210 0.40589 -3.33063  0.2702
H: 3.10769 1.46642 -2.76091  0.1814
H: 3.09705 -0.25519 -2.42424  -0.8496
C: -4.14020 3.25918 4.82267  -0.7009
O: -4.48600 2.64207 3.59456  -0.2109
P: -3.60416 1.45511 3.02313  -0.1495
O: -2.16601 1.72393 2.90238  0.5272
O: -4.35299 1.14408 1.66273  -0.3557
C: -3.82434 0.16945 0.75715  0.5559
O: -4.01769 0.21454 3.98145  0.0030
C: -5.39399 -0.03514 4.25772  -0.8766
H: -3.92210 4.30904 4.63874  0.0639
H: -3.27155 2.81041 5.31373  0.3215
H: -4.92148 3.17110 5.57871  0.2997
H: -2.79526 -0.08464 1.03841  -0.3971
H: -3.68339 0.52207 -0.26080  -0.5562
H: -4.45602 -0.71107 0.84601  0.4507
H: -5.55138 0.05648 5.33483  0.2588
H: -5.78320 -1.00754 3.96732  0.1500
H: -6.05217 0.74406 3.86806  0.4946
C: 5.63655 -3.10188 1.17922  -0.6929
O: 4.38444 -3.30438 0.53820  -0.1366
P: 4.30322 -3.54366 -1.03318  0.8565
O: 4.95137 -2.60550 -1.95148  -0.6132
O: 4.81949 -5.04751 -1.21125  -0.3182
C: 6.19023 -5.37842 -1.34356  -0.7655
O: 2.73623 -3.71465 -1.31102  -0.0880
C: 1.95922 -2.52180 -1.46230  2.2818
H: 5.76691 -3.77413 2.02214  0.3664
H: 5.71436 -2.04564 1.45097  0.0778
H: 6.51176 -3.19117 0.52612  0.3049
H: 6.29921 -6.05111 -2.19374  0.2609
H: 6.48885 -5.93032 -0.44813  0.2967
H: 6.89301 -4.55217 -1.45374  0.3317
H: 1.71611 -2.40266 -2.51978  0.1242
H: 2.53578 -1.64856 -1.16127  -1.5006
H: 1.04273 -2.55247 -0.87495  -0.9228
C: -4.96577 3.45290 -4.64186  -0.7758
O: -3.71723 3.14328 -4.04245  -0.2870
P: -3.53162 1.96047 -2.95887  0.6779
O: -3.99695 2.37213 -1.62620  -0.5588
O: -1.96855 1.61609 -3.22119  -0.2151
C: -0.96144 1.90678 -2.27374  0.6815
O: -4.33981 0.74378 -3.64016  -0.2933
C: -3.72697 -0.08598 -4.62823  -0.5078
H: -5.77557 2.99555 -4.06951  0.3234
H: -5.02835 3.09220 -5.66830  0.2704
H: -5.11056 4.53092 -4.62724  0.2949
H: -0.23576 2.65739 -2.58039  0.4185
H: -0.43372 0.99767 -1.96912  -0.4560
H: -1.35512 2.24275 -1.30576  -0.4290
H: -4.13557 0.12697 -5.61676  0.3279
H: -4.02355 -1.10957 -4.39083  0.1733
H: -2.64995 -0.17995 -4.74331  0.2986
C: -0.90443 6.63983 3.36860  -0.4532
O: -1.46307 7.05997 2.15094  -0.2907
P: -2.86733 6.47500 1.69049  0.6335
O: -3.21738 6.87671 0.33420  -0.7852
O: -2.79086 4.87111 1.90853  0.3484
C: -2.32718 4.04639 0.83685  -0.6317
O: -3.82781 6.96873 2.86929  -0.3271
C: -4.46197 8.24185 2.77425  -0.8368
H: 0.13458 6.95558 3.45678  0.2723
H: -0.87734 5.55140 3.49184  -0.0044
H: -1.47352 7.00984 4.22741  0.3379
H: -2.34771 4.57271 -0.11991  0.6190
H: -3.03251 3.22330 0.76601  0.0701
H: -1.31424 3.64589 0.90724  0.0706
H: -4.67058 8.50299 1.73772  0.3588
H: -3.80651 9.02975 3.15347  0.2946
H: -5.35742 8.24098 3.38768  0.2230
C: -1.03880 -5.75908 -5.14932  -0.7873
O: -1.00324 -4.59981 -4.32734  0.1666
P: -2.22179 -3.55683 -4.40548  0.5137
O: -2.23306 -2.63555 -5.54450  -0.8563
O: -3.50664 -4.47686 -4.19697  -0.3353
C: -4.46691 -4.68326 -5.23136  -0.7974
O: -2.12184 -2.90815 -2.96132  0.0753
C: -1.33849 -1.73431 -2.73008  1.3579
H: -0.28770 -5.81357 -5.93950  0.2988
H: -2.00323 -5.82331 -5.65574  0.1589
H: -0.90964 -6.65304 -4.53863  0.2852
H: -5.49285 -4.71355 -4.86267  0.2750
H: -4.26293 -5.63130 -5.72382  0.2776
H: -4.47302 -3.82409 -5.90377  0.3130
H: -0.83161 -1.86589 -1.77579  -0.6189
H: -1.99027 -0.86751 -2.63464  -0.5264
H: -0.61033 -1.57105 -3.52652  0.0814
C: 1.07477 6.82865 -0.89263  -0.7875
O: 1.17293 5.42547 -1.08934  -0.4396
P: 1.86841 4.45365 -0.05393  -0.7616
O: 1.74601 3.03949 -0.40293  0.4827
O: 3.36705 4.99044 0.05884  -0.3499
C: 4.45287 4.14022 0.41235  -0.5692
O: 1.21459 4.94992 1.32046  0.1244
C: 1.62888 4.40767 2.59701  -0.4921
H: 0.05639 7.21013 -0.83452  0.2751
H: 1.51399 7.32345 -1.76300  0.2818
H: 1.65961 7.14524 -0.02883  0.3071
H: 5.21491 4.13369 -0.36122  0.3358
H: 4.14078 3.18731 0.84194  0.1134
H: 4.95484 4.59954 1.27611  0.3693
H: 2.59862 3.92025 2.53873  0.1968
H: 0.81601 3.76927 2.93501  0.0948
H: 1.65391 5.25334 3.28171  0.2866
C: -4.21503 -3.04409 6.92171  -0.8246
O: -3.68311 -2.42350 5.75456  -0.2148
P: -3.57006 -3.35719 4.46158  0.2686
O: -2.75033 -4.56426 4.61574  -0.7492
O: -5.13834 -3.59841 4.11014  -0.4070
C: -5.40081 -4.16689 2.83337  -0.6180
O: -3.09066 -2.40758 3.30104  1.0832
C: -1.78539 -1.82638 3.28175  -0.4431
H: -3.41762 -3.33594 7.60840  0.2494
H: -4.84426 -3.91474 6.74100  0.3536
H: -4.79566 -2.29261 7.45926  0.2759
H: -6.47674 -4.03409 2.69273  0.3718
H: -5.24996 -5.23872 2.69598  0.2184
H: -4.91196 -3.67604 1.99158  0.1512
H: -1.08743 -2.50068 3.78377  0.7305
H: -1.83776 -0.86285 3.78001  0.2971
H: -1.44104 -1.73850 2.25422  -0.6399
C: -2.57526 -6.33868 2.03259  -1.0424
O: -2.48817 -4.96952 1.60698  0.3533
P: -1.28608 -4.49010 0.69618  -0.0303
O: -1.44481 -3.13247 0.19368  0.1754
O: -1.18276 -5.61946 -0.43162  -0.3751
C: 0.00738 -5.94443 -1.12623  0.1445
O: 0.02031 -4.75114 1.62288  -0.3399
C: 0.93805 -3.66109 1.73805  -0.1332
H: -2.27957 -6.99461 1.21517  0.3440
H: -3.57358 -6.56047 2.39853  0.2585
H: -1.91370 -6.41235 2.89946  0.3269
H: 0.36929 -6.91557 -0.78197  0.3090
H: 0.77986 -5.20110 -0.91303  -0.1067
H: -0.10642 -5.98258 -2.20863  -0.2619
H: 1.34621 -3.66335 2.75366  0.4107
H: 0.61340 -2.64670 1.52916  0.0294
H: 1.80445 -3.95919 1.14038  0.0362
C: 0.29326 2.44605 5.28599  -0.6310
O: 0.14395 1.50043 4.28503  -0.4491
H: -0.31164 2.34699 6.20624  0.2618
H: 1.28731 2.30690 5.71999  0.3009
H: 0.09308 3.49134 5.01701  0.1492
H: -0.70171 1.60585 3.80210  0.4711
C: 0.27269 0.19643 0.70369  0.5803
O: 1.44291 0.45706 -0.05219  0.6454
H: -0.44266 -0.42728 0.15424  -0.5471
H: 0.51494 -0.32462 1.63361  0.2390
H: -0.29314 1.09445 0.96982  -0.3493
H: 1.53091 1.43339 -0.08911  0.1740

Computed properties:
**Relative energy (zero: lowest compared OMol25 entry of this formula, charge and spin)**: 0.00 kJ/mol
**SMILES**: COP(=O)(OC)OC.COP(=O)(OC)OC.COP(=O)(OC)OC.COP(=O)(OC)OC.COP(=O)(OC)OC.COP(=O)(OC)OC.COP(=O)(OC)OC.COP(=O)(OC)OC.COP(=O)(OC)OC.COP(=O)(OC)OC.CO.CO
**Kohn-Sham gap**: 10.11 eV



Formula: C13H16AlCl4N2O2S
Source: the Open Molecules 2025 dataset
Level of theory: the ωB97M-V functional and the def2-TZVPD basis

Each line ends with the natural charge from an NBO analysis.
Geometry (Å):
Al: 0.37239 0.49408 -0.36013  1.8254
C: -1.61391 -1.13232 1.46567  -0.2226
C: -1.53041 0.23218 2.15567  -0.2333
N: -0.39041 0.95148 1.60937  -0.6859
C: -0.55761 2.38978 1.55557  -0.2401
C: -1.57871 2.77328 0.49477  -0.5552
S: -1.43191 1.82718 -1.06243  0.2286
C: -3.24551 0.71838 -0.61033  -0.7948
C: -2.69611 -0.68522 -0.71903  -0.2358
N: -1.44491 -0.93512 0.03747  -0.6644
H: -0.79361 -1.75952 1.83087  0.1998
H: -2.57251 -1.62672 1.69417  0.1787
H: -2.43111 0.79698 1.92357  0.2187
H: -1.45221 0.10288 3.24517  0.1848
H: 0.44379 0.73808 2.14597  0.4108
H: -0.85971 2.79918 2.53267  0.1724
H: 0.41219 2.80608 1.28367  0.2315
H: -2.60191 2.63918 0.84037  0.2169
H: -1.44041 3.82308 0.23447  0.2166
H: -3.81651 0.87638 0.30887  0.1479
H: -3.90161 0.91298 -1.45493  0.1899
H: -3.42981 -1.46022 -0.41203  0.1489
H: -2.44591 -0.85472 -1.76933  0.2034
H: -1.04761 -1.78122 -0.36123  0.3913
Cl: 4.64719 -3.76992 -2.94933  0.0082
C: 3.82449 -2.69492 -1.88053  -0.1050
C: 4.38489 -2.36352 -0.66093  -0.1142
Cl: 5.92939 -2.99062 -0.21773  0.0059
C: 3.69229 -1.52792 0.21897  -0.1449
Cl: 4.37629 -1.14812 1.75647  -0.0028
C: 2.46769 -0.99542 -0.13023  0.3157
O: 1.72339 -0.23732 0.63527  -0.8879
C: 1.90689 -1.29762 -1.40193  0.2586
O: 0.75929 -0.73942 -1.65673  -0.8371
C: 2.57889 -2.17162 -2.24063  -0.1277
Cl: 1.84629 -2.60672 -3.74193  0.0043
C: 0.49959 2.31498 -1.18113  -1.3133
H: 0.66889 2.24128 -2.26183  0.2151
H: 0.74849 3.34058 -0.89663  0.1913

Computed properties:
**Kohn-Sham gap**: 5.04 eV
**Net charge**: -1



| no. | total energy (hartree) |
| --- | --- |
| 1 | -5399.88085 |
| 2 | -7852.56162 |
| 3 | -3246.46644 |